A single C27H35N3O5S molecule at a distorted geometry, computed with wB97M-V/def2-TZVPD.

Output
Orbital gap, eV: 8.6072
Relative energy (zero: lowest compared OMol25 entry of this formula, charge and spin), kcal per mole: 5.3
Net charge: 0
DFT total energy, eV: -54112.2940
F_max, eV/Å: 1.1
HOMO, eV: -8.87

Structure (XYZ):
```
71
C27H35N3O5S, DFT wB97M-V/def2-TZVPD
O 1.941 2.183 -4.954
C 1.404 1.682 -4.001
O 0.247 2.139 -3.510
C 1.930 0.517 -3.231
C 3.207 0.543 -2.707
C 3.641 -0.592 -1.969
N 2.893 -1.643 -1.769
C 1.651 -1.694 -2.277
C 0.880 -2.853 -2.040
C -0.398 -2.939 -2.517
C -0.925 -1.878 -3.262
S -2.643 -1.936 -3.777
O -2.795 -1.126 -4.949
O -3.062 -3.307 -3.813
N -3.528 -1.203 -2.576
C -3.679 -1.902 -1.327
C -2.619 -1.496 -0.300
C -2.608 0.027 -0.110
C -1.422 0.364 0.794
O -0.290 0.474 0.370
N -1.738 0.489 2.098
C -0.755 0.719 3.143
C -1.167 1.934 3.984
C -2.131 1.642 5.136
C -1.408 1.264 6.429
C -0.806 -0.139 6.428
C 0.157 -0.417 5.274
C -0.556 -0.583 3.932
C -2.440 0.724 -1.462
C -3.484 0.234 -2.466
C -0.199 -0.760 -3.550
C 1.107 -0.624 -3.041
C 5.021 -0.660 -1.384
C 5.659 0.713 -1.221
C 5.549 1.468 -2.539
C 4.084 1.755 -2.848
H -0.065 2.895 -4.035
H 1.332 -3.650 -1.472
H -1.018 -3.807 -2.357
H -4.679 -1.681 -0.933
H -3.622 -2.967 -1.555
H -2.825 -1.993 0.651
H -1.631 -1.809 -0.641
H -3.548 0.344 0.357
H -2.692 0.356 2.396
H 0.171 0.962 2.611
H -0.272 2.405 4.390
H -1.622 2.655 3.299
H -2.835 0.856 4.861
H -2.714 2.545 5.332
H -0.618 1.995 6.615
H -2.114 1.329 7.260
H -0.273 -0.278 7.372
H -1.611 -0.877 6.399
H 0.686 -1.346 5.498
H 0.904 0.375 5.208
H 0.014 -1.261 3.294
H -1.529 -1.049 4.105
H -1.431 0.526 -1.824
H -2.542 1.803 -1.335
H -4.481 0.575 -2.159
H -3.281 0.616 -3.466
H -0.647 0.003 -4.167
H 5.633 -1.269 -2.057
H 4.965 -1.194 -0.434
H 5.144 1.270 -0.436
H 6.704 0.602 -0.927
H 5.985 0.866 -3.339
H 6.098 2.410 -2.491
H 3.713 2.517 -2.154
H 3.987 2.158 -3.857
```